No. 1
Density functional theory data (ωB97M-V with the def2-TZVPD basis set) for an isolated molecule of C7H8N2 at a distorted geometry.

```
17
Properties=species:S:1:pos:R:3:forces:R:3:mulliken_charge:R:1
C 0.893964 -0.732854 0.251436 -1.14 -1.31 0.05 -0.23
C -0.146253 -1.223706 -0.476200 0.96 -0.44 1.59 0.47
C 0.399466 1.473914 -0.583491 -0.07 0.38 -0.03 -0.61
C -0.622248 0.983232 -1.285422 0.05 0.35 -0.31 -0.18
C -0.712101 0.576359 1.332835 -0.62 -1.13 -2.37 -0.72
C 0.660591 0.680616 0.698595 0.29 0.14 -0.28 0.02
C -1.209170 -0.273664 -0.765429 0.38 1.07 2.42 -0.87
N 1.805346 -1.665905 -0.327481 0.86 0.45 -0.13 -0.35
N 0.717073 -2.200472 -1.094100 -0.25 -0.11 -0.92 -0.36
H 0.986623 2.336115 -0.844914 0.07 0.15 -0.16 0.42
H -0.995621 1.416567 -2.199555 -0.03 0.21 -0.09 0.43
H -0.866949 -0.166263 2.098291 0.03 -0.19 0.19 0.31
H -1.293617 1.477686 1.428682 -0.08 0.27 -0.09 0.33
H 1.425995 1.120188 1.339756 0.00 0.02 0.03 0.43
H -2.244443 -0.527376 -0.919198 -0.09 -0.07 -0.20 0.37
H 2.340944 -2.309071 0.251801 -0.37 0.03 0.02 0.27
H 0.527297 -3.194143 -0.983103 0.02 0.19 0.27 0.27
```
Positions in Å, forces in eV/Å.

Calculated values
Charge = 0
Relative energy (zero: lowest compared OMol25 entry of this formula, charge and spin) = 585.2 kJ/mol
HOMO energy (spin up / spin down) = -7.67 / -7.67 eV
LUMO energy (spin up / spin down) = 0.3 / 0.3 eV
Multiplicity = 1
Orbital gap (spin up / spin down) = 7.940 / 7.936 eV
Total energy = -10362.1180 eV

No. 2
Density functional theory data (ωB97M-V with the def2-TZVPD basis set) for a cluster of 5 separate species, C4H17NO6 in total at a distorted geometry.

```
28
Properties=species:S:1:pos:R:3:forces:R:3:mulliken_charge:R:1
C -2.291673 0.980177 1.242014 1.34 3.17 2.90 -1.04
N -1.134161 0.942338 0.396864 1.21 -1.53 0.36 -0.32
C -0.388191 -0.387839 0.446467 -1.44 1.91 2.92 0.70
C -0.109679 -0.943688 1.943380 -2.69 0.14 -2.15 -0.28
O -0.489205 -2.039200 2.282769 0.67 0.04 -0.17 -0.54
C -1.126556 -1.268303 -0.472656 3.68 0.22 -3.05 -0.66
O -0.257319 -2.365221 -0.846501 -0.87 -2.80 2.83 -0.63
H -2.225513 0.477129 2.229478 0.10 -0.38 -0.64 0.34
H -2.285647 2.063693 1.593305 -0.69 -1.05 -0.40 0.34
H -3.220543 0.807760 0.817655 -1.63 -0.66 -1.19 0.30
H -0.490864 1.682594 0.676868 -0.09 -0.47 0.07 0.37
H 0.539403 -0.049672 0.128107 1.98 -0.31 -1.18 -0.07
H 0.167051 -0.186283 2.654435 0.87 0.49 0.53 0.54
H -1.081019 -0.721075 -1.447499 -1.00 -0.46 1.09 0.20
H -2.093150 -1.531393 -0.214117 -1.83 -0.75 0.75 0.44
H -0.223856 -3.023054 -0.052647 -0.04 1.69 -2.04 0.36
O 3.185926 0.520294 -0.223789 -0.03 0.70 -0.26 -0.73
H 2.529943 0.737417 -0.897616 0.08 -0.13 -0.25 0.34
H 3.326583 -0.399056 -0.432676 0.14 -0.61 0.05 0.31
O 1.578210 -0.927307 -2.002451 2.04 -0.24 0.84 -0.69
H 1.040437 -0.472175 -2.612327 -1.07 0.63 -1.44 0.33
H 1.056577 -1.672072 -1.692092 -0.35 -0.32 0.25 0.37
O -0.466688 0.538580 -2.909292 1.78 0.67 1.41 -0.72
H -1.332363 0.652451 -3.298306 -0.31 0.60 0.71 0.28
H -0.262020 0.953190 -1.991699 -1.74 -0.60 -2.42 0.38
O 1.778111 1.669699 1.687078 -1.45 -1.83 -0.26 -0.57
H 2.346551 1.458543 0.935668 0.61 0.06 0.23 0.39
H 1.929665 2.502477 2.059575 0.70 1.82 0.48 0.27
```
Positions in Å, forces in eV/Å.

Calculated values
Charge = 0
Relative energy (zero: lowest compared OMol25 entry of this formula, charge and spin) = 245.1 kJ/mol
SMILES string = CN[C@@H](C=O)CO.O.O.O.O
HOMO energy = -9.19 eV
LUMO energy = 0.5 eV
Multiplicity = 1
Orbital gap = 9.682 eV
Total energy = -18196.9377 eV

No. 3
Density functional theory data (ωB97M-V with the def2-TZVPD basis set) for a cluster of 9 separate species, C11H40N12O9 in total at a distorted geometry.

```
72
Properties=species:S:1:pos:R:3:forces:R:3:mulliken_charge:R:1
N 24.148208 16.962646 -10.969962 -1.26 1.15 -3.33 0.45
C 25.136252 17.078908 -10.111341 4.09 7.84 -1.46 0.24
N 25.185259 16.141191 -9.251261 3.62 -2.42 4.68 -0.19
O 25.933728 18.202328 -10.123725 -3.50 -5.81 0.16 -0.73
H 24.206911 17.536226 -11.835321 0.14 0.16 0.32 0.10
H 23.700769 16.099342 -11.206583 0.74 -1.27 0.22 -0.37
H 25.930962 16.177431 -8.551062 -0.17 0.48 -0.69 0.29
H 24.471087 15.615148 -8.852530 -1.97 -0.88 -0.38 0.19
N 19.664889 15.834682 -14.169385 0.02 -0.45 -2.73 -0.32
C 18.965595 16.494319 -13.236357 -1.98 -2.76 4.18 -0.03
N 18.662396 17.793719 -13.447544 -1.39 3.16 0.81 -0.32
O 18.669538 15.839952 -12.144182 0.19 2.56 -3.93 -0.75
H 19.759498 14.757993 -13.951081 -0.48 1.94 -0.63 0.53
H 19.806121 16.313174 -15.125255 -0.46 -1.54 2.00 0.27
H 18.178938 18.393207 -12.668450 1.41 -2.38 -1.64 0.20
H 18.901451 18.432677 -14.288093 -0.53 -1.86 1.45 0.31
N 18.413302 21.162639 -13.344461 -2.26 1.80 4.14 -0.27
C 19.230091 20.800334 -14.235152 9.35 2.09 -3.68 0.45
N 18.705229 19.941796 -15.112208 -3.46 -0.98 0.71 -0.54
O 20.565529 21.271988 -14.369008 -7.35 -2.60 0.64 -0.67
H 18.768737 21.897340 -12.745039 -0.31 -0.36 0.44 0.29
H 17.623493 20.576507 -13.057700 0.47 0.84 -0.14 0.21
H 19.155063 19.732440 -15.931647 1.32 -0.26 -2.26 0.20
H 17.646963 19.831396 -15.083667 2.12 0.29 -0.51 0.27
N 22.173431 16.378537 -13.488809 3.20 -5.34 -0.75 0.36
C 22.518470 17.609256 -13.566963 6.94 2.50 0.93 0.13
N 21.435620 18.322672 -13.524035 0.05 4.00 -0.57 0.29
O 23.883352 18.068092 -13.471292 -7.18 -1.92 -0.83 -0.85
H 22.949129 15.687733 -13.594437 -0.51 0.15 0.01 -0.60
H 21.278812 16.103127 -13.871564 0.10 -0.05 0.24 0.25
H 21.695069 19.267976 -13.697337 -0.91 1.28 -0.04 0.25
H 20.465788 18.026550 -13.450081 0.83 0.17 0.12 0.28
N 23.523339 12.422640 -9.985258 0.51 -4.65 3.45 -0.38
C 23.294251 13.540559 -10.564246 2.78 3.47 -6.15 0.26
N 22.190111 14.171705 -10.267617 -2.15 0.41 1.31 -0.22
O 24.129200 13.980837 -11.542275 -2.82 -1.20 3.94 -0.88
H 24.365647 11.839234 -10.190598 -1.37 1.08 0.34 0.33
H 22.857067 12.187017 -9.189510 1.77 -0.03 -1.58 0.19
H 21.757990 15.086855 -10.685542 1.16 -1.06 0.02 0.47
H 21.444928 13.742687 -9.692280 1.11 0.04 -0.29 0.27
N 21.054257 16.195458 -11.100505 -1.64 -4.64 -7.06 1.48
C 20.821828 16.895074 -10.104200 -6.33 5.41 8.73 -0.08
N 21.913787 17.563214 -9.774971 1.43 2.69 3.16 0.05
O 19.550483 16.938733 -9.491381 6.55 -0.21 -2.71 -0.80
H 20.155326 15.766714 -11.384529 0.27 -0.05 -0.36 0.46
H 21.599112 16.509396 -11.920199 -0.14 -0.22 0.83 -1.24
H 21.907290 18.285481 -8.988197 -0.32 -1.60 -1.67 0.26
H 22.898629 17.336167 -10.233131 -2.07 0.81 0.81 0.04
C 25.053186 16.000409 -15.688445 0.15 -0.35 -1.33 -1.37
C 25.292127 15.162811 -14.486320 0.77 1.36 1.55 0.06
O 24.200601 14.431296 -14.089465 -2.11 -1.44 -1.64 -0.54
H 25.584900 15.485137 -16.467819 -0.26 -0.30 -1.02 0.43
H 25.575558 16.917959 -15.657534 0.40 1.22 0.52 0.34
H 24.034039 16.221531 -16.026590 0.08 -0.34 0.52 0.24
H 25.414992 15.747758 -13.564198 1.26 0.70 -0.58 0.09
H 26.152712 14.511977 -14.665177 0.13 0.07 0.15 0.37
H 24.451483 14.139286 -13.227898 -0.48 -0.89 1.55 0.37
C 23.435860 20.708718 -11.054637 0.70 -0.78 -1.88 -0.81
C 22.026179 20.980495 -11.533649 0.59 0.46 1.10 0.30
O 21.151158 20.229385 -10.714801 -1.16 1.42 0.64 -0.60
H 23.623279 21.216750 -10.133917 0.24 0.17 0.66 0.37
H 24.182117 21.021614 -11.834882 -0.52 -0.19 0.82 0.29
H 23.553835 19.604403 -10.939677 0.12 0.93 0.06 0.04
H 21.855210 20.692216 -12.541822 0.17 0.22 -0.89 -0.23
H 21.794146 22.058630 -11.423243 -0.14 -0.56 -0.10 0.36
H 21.132895 19.352192 -11.052756 0.08 -1.19 -0.21 0.33
C 21.031955 12.861314 -14.506078 1.09 1.87 0.42 -0.55
O 20.036617 13.246847 -13.582929 0.31 3.43 -2.36 -0.59
H 20.743807 13.124499 -15.520063 -0.14 0.12 -0.13 0.22
H 21.149823 11.808136 -14.468260 0.74 -0.88 0.07 0.47
H 21.898844 13.502966 -14.179434 -0.10 -1.38 -0.90 -0.04
H 19.787033 12.553620 -13.086067 -1.57 -3.45 2.76 0.30
```
Positions in Å, forces in eV/Å.

Calculated values
Charge = 0
Relative energy (zero: lowest compared OMol25 entry of this formula, charge and spin) = 995.2 kJ/mol
SMILES string = NC(N)=O.NC(N)=O.NC(N)=O.NC(N)=O.NC(N)=O.NC(N)=O.CCO.CCO.CO
HOMO energy = -8.40 eV
LUMO energy = -0.4 eV
Multiplicity = 1
Orbital gap = 8.044 eV
Total energy = -48360.1418 eV

No. 4
Density functional theory data (ωB97M-V with the def2-TZVPD basis set) for a cluster of 4 separate species, CH9O4 in total at a distorted geometry.

```
14
Properties=species:S:1:pos:R:3:forces:R:3:mulliken_charge:R:1
C -1.570352 -0.698210 -0.083575 -0.85 -0.82 0.13 -0.84
O -0.243900 -0.459945 -0.284085 0.14 0.34 0.62 -0.93
H -2.098175 -0.101842 0.704130 0.40 0.19 -0.17 0.24
H -2.180513 -0.569165 -0.995807 -0.03 0.19 -0.13 0.25
H -1.815276 -1.743079 0.235894 0.29 0.07 -0.07 0.24
H 0.533965 2.341203 0.019945 -0.07 0.25 -0.21 0.28
H -0.513770 1.285279 0.068964 0.14 0.22 -0.94 0.38
O -0.386964 2.225264 -0.243257 0.12 -0.16 0.84 -0.70
H 1.548694 -0.759283 -2.103246 0.51 0.15 -0.13 0.27
H 1.400934 0.069743 -0.972332 -0.02 0.22 0.16 0.50
O 2.089960 -0.093647 -1.645397 -0.52 -0.41 -0.15 -0.71
H 0.558939 -0.538074 1.136237 -0.26 -0.43 -0.19 0.45
H 1.714282 -0.189838 2.133026 0.25 0.17 0.00 0.27
O 0.962175 -0.768405 2.029502 -0.08 0.01 0.23 -0.71
```
Positions in Å, forces in eV/Å.

Calculated values
Charge = -1
Relative energy (zero: lowest compared OMol25 entry of this formula, charge and spin) = 44.1 kJ/mol
HOMO energy = -4.05 eV
LUMO energy = 4.2 eV
Multiplicity = 1
Orbital gap = 8.207 eV
Total energy = -9373.7282 eV

No. 5
Density functional theory data (ωB97M-V with the def2-TZVPD basis set) for a structure of composition C18H41N2OP3SV at a distorted geometry.

```
67
Properties=species:S:1:pos:R:3:forces:R:3:mulliken_spin:R:1
V 0.251189 0.589862 -1.074059 -2.65 -4.44 0.86 1.18
P 1.590651 1.267175 0.560819 1.31 0.91 2.06 -0.10
P -1.080743 2.186818 -1.714458 -2.21 2.97 -0.52 -0.11
P 1.885954 -0.339107 -2.412381 2.83 -1.39 -2.68 -0.01
H -1.397557 -4.176902 -0.419529 -0.30 -1.00 0.27 0.00
C -0.327359 -4.240574 -0.293912 0.17 0.59 0.69 0.00
C 0.218462 -3.988005 0.915263 0.92 0.28 -0.49 0.00
H -0.351097 -4.207845 1.841732 0.22 0.91 -0.62 0.00
C 0.964604 1.697046 2.189033 -0.60 -0.01 0.51 0.01
C 2.376001 2.789419 -0.020621 0.19 -0.02 -0.45 0.01
C 2.774290 -0.059873 0.869759 0.42 -0.20 -0.16 0.01
C -2.767836 1.750036 -2.216610 -0.23 -0.36 -0.36 0.01
C -1.516688 3.314124 -0.354860 0.46 0.08 0.05 0.03
C -0.182290 3.093712 -3.019566 0.10 -0.30 0.13 0.02
C 2.489834 -1.967779 -1.770659 -0.22 -0.16 0.58 0.01
C 3.345540 0.765173 -2.731953 -0.18 0.30 0.59 0.00
C 1.524516 -0.649474 -4.206323 -0.85 0.08 0.27 -0.01
H 0.203754 -4.503976 -1.208409 0.34 0.71 0.16 0.00
H 1.300533 -3.628929 1.015253 -1.27 -1.43 0.00 0.00
H 0.827633 0.786449 2.788953 0.18 0.46 -0.27 0.00
H -0.005989 2.216352 2.142235 0.45 0.00 0.05 0.00
H 1.719665 2.322690 2.682942 -0.18 0.01 -0.13 0.00
H 1.622906 3.553725 -0.278128 0.31 -0.25 0.26 -0.01
H 3.012171 2.601899 -0.895785 -0.06 0.24 0.38 0.00
H 2.967412 3.127446 0.837203 0.14 0.22 -0.27 0.00
H 2.282445 -1.027009 1.045636 -0.03 0.31 0.04 0.00
H 3.349313 0.195779 1.760759 0.07 0.05 0.08 0.00
H 3.464609 -0.198815 0.034488 0.00 0.22 0.27 0.00
H -2.856290 1.920005 -3.297270 -0.14 -0.22 0.28 0.00
H -3.451645 2.451120 -1.722127 0.13 -0.21 -0.03 0.00
H -3.038081 0.718202 -1.885778 -0.14 0.86 -0.37 0.00
H -2.142113 4.077129 -0.855735 0.34 -0.04 0.42 0.00
H -0.600828 3.759199 0.070648 -0.70 0.03 0.13 -0.01
H -2.140681 2.753500 0.375512 0.57 0.45 -0.37 0.00
H -0.768247 3.996768 -3.233579 0.25 -0.02 -0.14 0.00
H -0.082862 2.464376 -3.927320 -0.04 0.44 0.43 0.00
H 0.814959 3.367425 -2.618122 -0.47 0.04 -0.40 -0.01
H 3.156544 -2.472487 -2.488478 -0.27 0.42 -0.01 0.00
H 1.653337 -2.646345 -1.533420 0.07 0.29 -0.31 -0.01
H 3.034864 -1.856795 -0.825751 -0.04 -0.02 -0.51 0.00
H 3.953261 0.355957 -3.556908 -0.30 0.03 0.37 0.00
H 3.981032 0.930903 -1.851738 -0.09 -0.17 -0.30 0.00
H 2.944475 1.744613 -3.043907 0.23 -0.31 -0.07 0.00
H 2.399548 -1.155933 -4.639610 -0.25 0.12 0.20 0.00
H 1.374877 0.317991 -4.705435 0.17 -0.21 0.09 0.00
H 0.604061 -1.235977 -4.343571 0.70 0.09 -0.03 0.00
C -1.879705 -1.443671 -3.977725 -0.21 -0.06 -0.06 0.03
C -2.920558 -0.667265 -4.496503 0.23 -0.06 -0.64 0.01
C -3.462664 -1.037768 -5.728086 -0.05 0.83 1.51 0.00
C -2.907876 -2.114418 -6.421788 -0.59 0.05 -0.32 0.03
C -1.931786 -2.938830 -5.840729 0.06 0.14 0.92 0.00
C -1.496869 -2.676064 -4.533419 0.26 -0.06 -0.81 0.01
O -1.158189 -0.923852 -2.927620 -0.57 1.98 1.81 0.01
H -1.629526 -0.076698 -2.600346 0.46 -2.08 -1.11 -0.02
H -3.159228 0.235221 -3.923600 -0.46 -0.68 -0.86 0.00
H -4.317331 -0.463992 -6.073639 0.22 -0.20 -0.42 0.00
H -3.344330 -2.310630 -7.401158 0.42 -0.25 0.13 0.00
H -1.544470 -3.781808 -6.399618 -0.12 -0.10 0.18 0.00
H -0.856591 -3.364042 -3.975215 0.00 0.30 -0.36 0.00
N -2.169520 0.494413 2.944199 -0.36 -1.72 -0.55 -0.01
C -1.520690 -0.317305 2.065550 1.80 0.66 2.80 0.01
N -0.459765 -0.978024 2.589330 -0.81 -0.22 -0.55 0.00
S -1.820542 -0.366062 0.392116 1.04 0.65 -1.64 -0.09
H -2.095563 0.260844 3.947257 0.14 0.32 -0.56 0.00
H -3.104430 0.799866 2.706998 -0.09 0.18 -0.17 0.00
H 0.224125 -1.441814 2.000892 -0.71 -0.31 -0.08 0.00
H -0.464723 -1.297369 3.552472 0.01 0.26 0.10 0.00
```
Positions in Å, forces in eV/Å.

Calculated values
Charge = +4
Relative energy (zero: lowest compared OMol25 entry of this formula, charge and spin) = 181.5 kJ/mol
HOMO energy (spin up / spin down) = -19.34 / -19.07 eV
LUMO energy (spin up / spin down) = -16.1 / -15.8 eV
Multiplicity = 2
Orbital gap (spin up / spin down) = 3.283 / 3.270 eV
Total energy = -88701.9198 eV

No. 6
Density functional theory data (ωB97M-V with the def2-TZVPD basis set) for the ion C6H11O with charge +1 at a distorted geometry.

```
18
Properties=species:S:1:pos:R:3:forces:R:3:mulliken_charge:R:1
C -3.294377 -0.588550 0.224010 -0.52 -1.12 -3.45 -0.32
C 1.144662 0.967167 -0.105992 1.15 2.40 -0.12 -0.54
C 1.573011 -0.319240 0.535497 -0.75 -0.65 -0.23 -0.29
C -0.347256 1.361347 0.224890 0.83 -0.55 -2.35 -0.60
C 1.350888 -1.589580 -0.136362 -2.83 -0.02 -2.17 -1.04
C -1.301100 0.420467 -0.443535 2.56 2.94 2.04 -0.11
O -2.057972 -0.149698 0.376117 -1.34 -0.63 1.16 -0.12
H -3.624366 -1.194291 0.971125 -0.74 -1.00 2.65 0.33
H -3.697917 -0.948912 -0.760788 0.72 1.24 0.50 0.29
H 1.734868 1.835052 0.348042 -0.55 -1.23 -0.51 0.30
H 1.396340 1.058615 -1.208610 -0.65 -0.39 1.15 0.35
H 2.613029 -0.511160 0.526435 2.21 1.12 0.45 0.39
H 1.261879 -0.313230 1.555481 -0.10 -0.23 0.92 0.37
H -0.580555 1.499752 1.244713 0.08 -0.58 1.40 0.40
H -0.469990 2.393574 -0.155669 -0.15 -0.54 -0.54 0.34
H 1.195259 -1.564345 -1.243567 0.57 -0.13 0.92 0.38
H 1.071072 -2.522980 0.329145 0.35 0.02 0.35 0.35
H -1.457842 0.574686 -1.455257 -0.83 -0.64 -2.15 0.52
```
Positions in Å, forces in eV/Å.

Calculated values
Charge = +1
Relative energy (zero: lowest compared OMol25 entry of this formula, charge and spin) = 471.0 kJ/mol
HOMO energy (spin up / spin down) = -11.70 / -13.98 eV
LUMO energy (spin up / spin down) = -6.4 / -5.3 eV
Multiplicity = 1
Orbital gap (spin up / spin down) = 5.282 / 8.712 eV
Total energy = -8434.5940 eV